# 1
The following is a quantum chemistry calculation of a molecular structure, C18H39BF2IO6PTa, from OMol25.

## Properties
Net charge   -1
E_HOMO   -4.06 eV
LUMO   2.39 eV
Orbital gap   6.4 eV
Spin multiplicity   1

Element x y z (Å)
C (-4.784, 3.430, -1.762)
C (-4.833, 1.940, -2.167)
O (-3.471, 1.475, -2.098)
P (-3.248, -0.037, -2.631)
O (-4.340, -0.480, -3.508)
C (-1.649, -0.076, -3.494)
C (-0.555, 0.849, -2.846)
Ta (1.075, -0.258, -1.679)
F (0.228, -2.079, -1.969)
I (2.515, 2.194, -1.174)
C (2.820, -1.346, -0.613)
C (2.318, -2.346, 0.484)
C (2.711, -1.815, 1.888)
C (1.822, -2.356, 3.023)
C (1.653, -1.387, 4.232)
C (2.756, -0.350, 4.381)
O (2.352, 0.863, 3.684)
C (3.073, 1.933, 4.099)
C (4.297, 2.294, 3.249)
O (2.823, 2.549, 5.058)
C (0.006, -0.162, 0.369)
C (-1.037, 0.950, 0.556)
C (-1.449, 0.975, 2.049)
F (-0.560, 2.219, 0.281)
B (2.368, -0.434, -3.675)
C (2.874, 0.861, -4.473)
O (2.738, -1.701, -4.213)
O (-3.107, -1.120, -1.429)
C (-4.361, -1.439, -0.790)
C (-4.032, -2.342, 0.400)
H (-4.282, 3.965, -2.576)
H (-5.771, 3.826, -1.526)
H (-4.093, 3.482, -0.914)
H (-5.398, 1.433, -1.375)
H (-5.299, 1.804, -3.142)
H (-1.322, -1.100, -3.685)
H (-1.886, 0.358, -4.476)
H (-1.012, 1.666, -2.272)
H (-0.051, 1.355, -3.685)
H (3.435, -1.906, -1.333)
H (3.440, -0.577, -0.137)
H (1.254, -2.591, 0.403)
H (2.858, -3.287, 0.295)
H (2.708, -0.725, 1.817)
H (3.721, -2.204, 2.073)
H (2.241, -3.292, 3.419)
H (0.813, -2.612, 2.676)
H (1.592, -1.941, 5.177)
H (0.695, -0.869, 4.110)
H (2.941, -0.078, 5.429)
H (3.726, -0.657, 3.963)
H (4.055, 3.177, 2.652)
H (5.176, 2.442, 3.874)
H (4.467, 1.464, 2.554)
H (-0.462, -1.138, 0.560)
H (0.765, -0.014, 1.158)
H (-1.943, 0.679, 0.002)
H (-0.541, 1.243, 2.612)
H (-2.189, 1.754, 2.274)
H (-1.747, -0.014, 2.409)
H (2.180, 1.703, -4.384)
H (3.136, 0.637, -5.520)
H (3.812, 1.183, -3.990)
H (3.588, -1.923, -3.803)
H (-5.017, -1.939, -1.507)
H (-4.819, -0.501, -0.454)
H (-3.626, -1.707, 1.197)
H (-4.916, -2.865, 0.774)
H (-3.232, -3.035, 0.123)



# 2
The following is a quantum chemistry calculation of a molecular structure, C18H39GaI2O16PS4, from OMol25.

## Properties
Net charge   -1
E_HOMO   -3.90 eV
LUMO   1.65 eV
Orbital gap   5.5 eV
Spin multiplicity   1

Element x y z (Å)
C (-0.714, 0.616, 1.134)
C (-0.479, -0.876, 0.805)
C (0.675, -1.060, -0.196)
I (1.336, -3.123, -0.083)
Ga (0.118, -0.421, -2.081)
C (1.540, -0.569, -3.527)
C (2.489, -1.779, -3.534)
C (3.793, -1.598, -4.346)
I (1.392, -3.503, -4.266)
P (-1.943, -1.376, -2.821)
C (-3.206, -0.366, -1.881)
C (-4.542, -0.200, -2.637)
C (-2.122, -3.040, -2.002)
C (-3.274, -3.890, -2.578)
H (-1.663, 0.985, 0.732)
H (-0.727, 0.767, 2.223)
H (0.083, 1.249, 0.722)
H (-1.395, -1.295, 0.365)
H (-0.287, -1.430, 1.734)
H (1.546, -0.495, 0.164)
H (-0.221, 1.149, -1.901)
H (2.163, 0.339, -3.448)
H (1.030, -0.511, -4.502)
H (2.742, -2.073, -2.512)
H (4.656, -1.752, -3.685)
H (3.845, -0.564, -4.716)
H (3.899, -2.281, -5.192)
H (-3.390, -0.790, -0.880)
H (-2.755, 0.625, -1.716)
H (-5.034, -1.165, -2.813)
H (-4.367, 0.267, -3.616)
H (-5.241, 0.453, -2.085)
H (-1.168, -3.559, -2.176)
H (-2.238, -2.946, -0.912)
H (-3.340, -4.865, -2.069)
H (-4.243, -3.387, -2.464)
H (-3.109, -4.079, -3.644)
C (-6.556, 0.544, 0.882)
C (-6.903, 1.914, 0.322)
O (-6.179, 2.818, 1.175)
S (-4.789, 2.155, 1.601)
O (-3.748, 2.585, 0.743)
O (-4.661, 2.302, 3.012)
O (-5.169, 0.656, 1.237)
H (-7.134, 0.316, 1.779)
H (-6.652, -0.255, 0.152)
H (-7.960, 2.153, 0.396)
H (-6.556, 2.034, -0.704)
C (2.436, 2.801, 3.969)
C (1.725, 1.476, 4.168)
O (2.219, 0.673, 3.086)
S (3.731, 1.035, 2.760)
O (4.613, 0.128, 3.409)
O (3.851, 1.280, 1.368)
O (3.764, 2.417, 3.573)
H (1.981, 3.389, 3.172)
H (2.510, 3.387, 4.881)
H (0.646, 1.548, 4.068)
H (1.988, 1.008, 5.118)
C (9.515, -0.767, -4.784)
C (8.416, -0.647, -3.741)
O (7.226, -0.534, -4.530)
S (7.348, -1.422, -5.848)
O (6.761, -2.698, -5.656)
O (6.998, -0.611, -6.959)
O (8.942, -1.615, -5.787)
H (9.761, 0.200, -5.226)
H (10.412, -1.249, -4.406)
H (8.497, 0.246, -3.128)
H (8.351, -1.534, -3.109)
C (-3.244, 0.820, 6.587)
C (-3.775, 2.141, 6.063)
O (-3.123, 3.114, 6.905)
S (-1.662, 2.619, 7.291)
O (-0.690, 3.196, 6.429)
O (-1.515, 2.721, 8.700)
O (-1.859, 1.096, 6.861)
H (-3.731, 0.515, 7.515)
H (-3.291, 0.021, 5.853)
H (-4.847, 2.261, 6.183)
H (-3.498, 2.307, 5.023)



# 3
The following is a quantum chemistry calculation of a molecular structure, C18H39N3NiO4, from OMol25.

## Properties
E_HOMO (alpha / beta)   -6.66 / -6.72 eV
LUMO (alpha / beta)   0.28 / 0.28 eV
Orbital gap (alpha / beta)   6.9 / 7.0 eV
Spin multiplicity   3

Element x y z (Å)
Ni (-0.063, 0.156, 0.153)
C (3.686, 2.053, 1.578)
C (2.416, 2.031, 0.742)
C (2.499, 3.059, -0.404)
C (3.345, 2.592, -1.623)
C (3.097, 1.116, -2.058)
C (2.866, 0.088, -0.921)
N (2.084, 0.655, 0.256)
O (1.726, -0.291, 1.261)
C (4.202, -0.481, -0.422)
C (1.963, -0.990, -1.588)
C (1.220, 2.633, 1.586)
H (3.522, 2.865, 2.286)
H (4.556, 2.378, 1.007)
H (3.873, 1.105, 2.082)
H (2.827, 4.077, -0.190)
H (1.523, 3.118, -0.885)
H (4.326, 2.599, -1.148)
H (3.320, 3.159, -2.553)
H (4.048, 0.848, -2.519)
H (2.322, 0.954, -2.807)
H (3.931, -1.064, 0.458)
H (4.794, 0.393, -0.148)
H (4.770, -1.168, -1.049)
H (0.958, -0.632, -1.814)
H (1.859, -1.841, -0.916)
H (2.554, -1.462, -2.373)
H (1.198, 3.723, 1.605)
H (1.304, 2.431, 2.654)
H (0.264, 2.335, 1.156)
C (-1.441, 0.476, -3.563)
C (-1.496, 1.576, -2.435)
C (-2.888, 2.026, -2.344)
O (-1.029, 1.298, -1.204)
H (-1.918, 0.903, -4.446)
H (-1.885, -0.500, -3.370)
H (-0.402, 0.306, -3.845)
H (-0.935, 2.347, -2.964)
H (-3.074, 2.549, -1.405)
H (-3.474, 1.109, -2.414)
H (-3.164, 2.706, -3.149)
C (-2.008, 0.653, 2.871)
O (-1.227, 0.386, 1.933)
N (-2.649, -0.300, 3.618)
C (-2.562, -1.687, 3.398)
C (-3.540, 0.097, 4.693)
H (-2.172, 1.673, 3.253)
H (-1.956, -1.840, 2.505)
H (-3.520, -2.143, 3.148)
H (-2.136, -2.327, 4.170)
H (-4.542, -0.155, 4.346)
H (-3.142, -0.423, 5.565)
H (-3.554, 1.131, 5.037)
C (-2.053, -2.353, -0.303)
O (-1.002, -1.697, -0.336)
N (-2.099, -3.716, -0.423)
C (-3.396, -4.257, -0.469)
C (-1.015, -4.598, -0.793)
H (-3.046, -1.919, -0.112)
H (-4.148, -4.004, 0.278)
H (-3.355, -5.346, -0.510)
H (-3.881, -3.934, -1.391)
H (-1.219, -4.862, -1.831)
H (-0.051, -4.096, -0.708)
H (-1.012, -5.518, -0.207)



# 4
The following is a quantum chemistry calculation of a molecular structure, C18H40Al2ClKMgNaO9S, from OMol25.

## Properties
Net charge   +1
E_HOMO   -7.30 eV
LUMO   -5.74 eV
Orbital gap   1.6 eV
Spin multiplicity   1

Element x y z (Å)
C (0.406, 4.511, -0.274)
C (0.812, 3.504, 0.635)
Al (0.060, 1.627, 0.316)
C (-1.493, 1.353, 1.660)
C (-2.904, 1.097, 0.945)
C (-3.276, 2.268, -0.091)
C (-4.735, 1.998, -0.729)
C (-4.628, 0.928, -1.930)
C (-5.807, -0.153, -1.809)
C (-5.258, -1.464, -1.018)
C (-6.263, -1.712, 0.188)
C (-5.713, -2.653, 1.347)
C (-4.160, -2.510, 1.644)
C (1.490, 0.164, 0.443)
C (1.751, -0.445, -1.004)
C (3.154, -1.207, -1.151)
C (2.862, -2.632, -1.854)
C (3.908, -1.495, 0.213)
H (0.943, 5.514, -0.333)
H (-0.451, 4.287, -0.981)
H (1.517, 3.741, 1.503)
H (-0.494, 1.573, -1.205)
H (-1.550, 2.232, 2.382)
H (-1.180, 0.442, 2.286)
H (-2.811, 0.155, 0.298)
H (-3.731, 0.905, 1.700)
H (-2.555, 2.239, -0.960)
H (-3.284, 3.286, 0.405)
H (-5.359, 1.537, 0.103)
H (-5.187, 2.952, -1.127)
H (-4.691, 1.446, -2.945)
H (-3.595, 0.473, -1.874)
H (-6.244, -0.419, -2.821)
H (-6.615, 0.351, -1.182)
H (-4.204, -1.209, -0.717)
H (-5.255, -2.304, -1.806)
H (-6.663, -0.749, 0.652)
H (-7.187, -2.231, -0.255)
H (-5.989, -3.754, 1.220)
H (-6.259, -2.327, 2.326)
H (-3.851, -1.414, 1.675)
H (-3.576, -2.961, 0.771)
H (-3.810, -3.035, 2.579)
H (2.403, 0.637, 0.920)
H (1.068, -0.649, 1.131)
H (0.889, -1.135, -1.301)
H (1.731, 0.422, -1.749)
H (3.776, -0.630, -1.911)
H (2.785, -2.460, -2.982)
H (1.860, -3.052, -1.507)
H (3.643, -3.411, -1.586)
H (3.215, -1.845, 1.046)
H (4.617, -2.374, 0.035)
H (4.527, -0.604, 0.544)
O (5.694, 1.911, 0.465)
H (5.966, 2.507, 1.193)
H (6.445, 1.348, 0.161)
H (5.298, 2.421, -0.290)
O (5.646, -3.615, 2.816)
S (6.857, -3.714, 1.984)
O (7.256, -2.374, 1.541)
O (6.594, -4.567, 0.831)
O (7.968, -4.308, 2.810)
Mg (-7.058, -0.715, 3.058)
K (7.132, -3.075, 4.676)
C (7.677, 3.402, -1.949)
O (8.342, 4.435, -1.836)
O (6.441, 3.357, -2.224)
O (8.128, 2.225, -1.798)
Al (2.185, -2.315, -4.666)
O (-0.925, 7.463, 0.254)
H (-1.246, 6.570, 0.418)
Cl (8.976, -5.953, 2.767)
Na (-6.015, -3.813, -2.076)



# 5
The following is a quantum chemistry calculation of 3 unconnected molecules or ions with the total composition C18H40B3N3O5, from OMol25.

## Properties
E_HOMO (alpha / beta)   -7.66 / -8.89 eV
LUMO (alpha / beta)   0.35 / 0.35 eV
Orbital gap (alpha / beta)   8.0 / 9.2 eV
Spin multiplicity   3

Element x y z (Å)
N (-2.713, 1.056, -6.887)
B (-1.453, 1.416, -7.478)
O (-0.297, 1.499, -6.704)
B (0.768, 0.791, -7.225)
O (0.952, 0.819, -8.596)
B (-0.195, 0.922, -9.367)
O (-1.262, 1.619, -8.847)
H (-2.851, 0.059, -6.782)
H (-3.489, 1.383, -7.454)
H (1.460, 0.118, -6.532)
H (-0.281, 0.342, -10.400)
C (-0.285, 1.315, -2.994)
C (1.025, 2.085, -2.807)
C (2.234, 1.157, -2.960)
C (2.360, 0.161, -1.810)
C (2.388, 0.863, -0.452)
C (1.252, 1.876, -0.232)
N (1.129, 2.738, -1.458)
O (1.916, 3.747, -1.448)
C (-0.057, 1.170, 0.121)
C (1.595, 2.788, 0.943)
C (1.049, 3.178, -3.869)
H (-0.381, 1.071, -4.053)
H (-0.332, 0.383, -2.440)
H (-1.140, 1.931, -2.712)
H (3.137, 1.773, -3.006)
H (2.147, 0.634, -3.916)
H (1.550, -0.572, -1.845)
H (3.286, -0.406, -1.928)
H (2.337, 0.125, 0.353)
H (3.341, 1.389, -0.344)
H (-0.875, 1.889, 0.189)
H (0.061, 0.688, 1.092)
H (-0.346, 0.390, -0.576)
H (2.569, 3.254, 0.824)
H (1.597, 2.184, 1.853)
H (0.849, 3.576, 1.048)
H (0.201, 3.853, -3.744)
H (0.967, 2.707, -4.848)
H (1.961, 3.767, -3.828)
C (-2.204, -3.745, 4.613)
C (-0.971, -3.221, 3.875)
C (0.298, -3.420, 4.709)
C (0.339, -2.523, 5.943)
C (0.163, -1.050, 5.578)
C (-1.044, -0.751, 4.674)
N (-1.068, -1.755, 3.552)
O (-0.341, -1.414, 2.559)
C (-2.353, -0.743, 5.467)
C (-0.893, 0.635, 4.050)
C (-0.877, -3.986, 2.559)
H (-2.154, -4.835, 4.613)
H (-2.267, -3.432, 5.649)
H (-3.119, -3.447, 4.101)
H (1.163, -3.204, 4.075)
H (0.362, -4.473, 4.995)
H (-0.417, -2.833, 6.669)
H (1.303, -2.646, 6.441)
H (0.059, -0.447, 6.484)
H (1.065, -0.700, 5.068)
H (-3.204, -0.622, 4.795)
H (-2.332, 0.108, 6.148)
H (-2.513, -1.631, 6.068)
H (0.065, 0.751, 3.552)
H (-0.969, 1.379, 4.845)
H (-1.683, 0.820, 3.322)
H (-1.767, -3.814, 1.952)
H (-0.809, -5.051, 2.783)
H (-0.006, -3.687, 1.983)



# 6
The following is a quantum chemistry calculation of a molecular structure, C18H40Br4N2OV, from OMol25.

## Properties
E_HOMO (alpha / beta)   -5.36 / -5.38 eV
LUMO (alpha / beta)   -0.85 / -0.85 eV
Orbital gap (alpha / beta)   4.5 / 4.5 eV
Spin multiplicity   2

Element x y z (Å)
O (-0.306, 1.730, 2.469)
V (-0.266, 2.842, 3.680)
C (-1.520, 2.121, 0.603)
C (-0.488, 3.057, 0.050)
C (0.479, 2.499, -1.058)
C (-0.329, 1.814, -2.212)
N (0.462, 0.772, -3.015)
C (-0.366, 0.052, -4.133)
C (0.241, -1.319, -4.372)
C (1.123, -1.561, -3.162)
C (0.891, -0.387, -2.184)
C (1.712, 1.467, -3.528)
H (-2.217, 1.784, -0.164)
H (-2.017, 2.773, 1.320)
H (-1.237, 1.196, 1.105)
H (0.022, 3.434, 0.936)
H (-0.845, 4.000, -0.364)
H (1.226, 1.897, -0.542)
H (1.050, 3.301, -1.524)
H (-0.602, 2.592, -2.925)
H (-1.228, 1.281, -1.901)
H (-0.512, 0.698, -4.999)
H (-1.376, -0.102, -3.752)
H (0.752, -1.343, -5.335)
H (-0.561, -2.047, -4.497)
H (2.174, -1.652, -3.434)
H (0.638, -2.464, -2.792)
H (1.768, -0.041, -1.637)
H (0.037, -0.625, -1.549)
H (1.325, 2.248, -4.182)
H (2.218, 0.669, -4.072)
H (2.422, 1.755, -2.753)
C (-3.994, -0.323, 1.855)
C (-2.834, -1.235, 2.368)
C (-1.428, -0.748, 2.020)
C (-0.375, -1.841, 2.177)
N (1.055, -1.493, 1.743)
C (2.010, -2.644, 1.845)
C (1.614, -3.593, 0.700)
C (1.142, -2.662, -0.375)
C (1.099, -1.330, 0.204)
C (1.667, -0.276, 2.502)
H (-4.059, -0.206, 0.773)
H (-3.933, 0.676, 2.286)
H (-4.913, -0.840, 2.129)
H (-2.921, -2.194, 1.858)
H (-2.726, -1.285, 3.452)
H (-1.104, 0.181, 2.488)
H (-1.483, -0.585, 0.943)
H (-0.546, -2.816, 1.721)
H (-0.378, -1.969, 3.260)
H (2.991, -2.194, 1.687)
H (1.814, -2.917, 2.882)
H (2.471, -4.150, 0.320)
H (0.960, -4.337, 1.154)
H (1.786, -2.602, -1.253)
H (0.160, -2.948, -0.752)
H (2.048, -0.833, 0.001)
H (0.331, -0.672, -0.203)
H (1.744, -0.423, 3.579)
H (1.169, 0.630, 2.156)
H (2.658, -0.159, 2.064)
Br (-0.469, 3.921, 5.363)
Br (-2.485, 2.894, 2.864)
Br (1.919, 2.156, 3.851)
Br (0.338, 4.373, 2.262)



Number 1: largest force on an atom 3.4 eV/Å. Number 2: largest force on an atom 0.5 eV/Å. Number 3: largest force on an atom 3.6 eV/Å. Number 4: largest force on an atom 10.1 eV/Å. Number 5: largest force on an atom 1.3 eV/Å. Number 6: largest force on an atom 10.5 eV/Å.